(1)
DFT (ωB97M-V/def2-TZVPD) results for a structure of composition C33H26GeMnN2O6S.

Structure (XYZ):
```
70
Properties=species:S:1:pos:R:3
Mn 0.202 0.587 -0.164
O 2.446 -0.311 6.421
C 1.307 -0.033 6.033
O 0.251 0.266 6.618
C 1.087 -0.011 4.486
C 0.038 -0.724 3.909
C -0.229 -0.587 2.566
N 0.485 0.228 1.771
C 1.511 0.910 2.322
C 1.846 0.806 3.652
C 2.257 1.790 1.336
O 3.230 2.428 1.665
O 1.725 1.754 0.150
H -0.579 -1.374 4.513
H -1.034 -1.135 2.093
H 2.699 1.360 4.020
S -1.576 -1.367 -0.512
C -2.567 0.000 -0.159
C -3.965 0.006 -0.226
C -4.639 1.171 0.061
C -3.922 2.316 0.410
C -2.549 2.235 0.457
N -1.890 1.105 0.193
H -4.473 -0.901 -0.520
H -5.720 1.204 0.014
H -4.417 3.250 0.630
H -1.939 3.090 0.720
O -1.866 1.585 -2.732
C -0.779 1.072 -2.916
O 0.165 0.937 -2.019
C -0.372 0.528 -4.279
C 1.031 0.980 -4.690
Ge 2.642 0.344 -3.666
C 2.819 -0.467 -1.870
C 4.009 -0.206 -1.201
C 4.247 -0.722 0.066
C 3.294 -1.517 0.682
C 2.118 -1.823 0.012
C 1.875 -1.296 -1.256
C 3.239 -1.158 -4.836
C 2.464 -2.317 -4.764
C 2.705 -3.402 -5.594
C 3.739 -3.348 -6.519
C 4.526 -2.210 -6.599
C 4.276 -1.128 -5.765
C 3.767 1.970 -3.645
C 3.569 2.850 -2.579
C 4.217 4.075 -2.536
C 5.076 4.445 -3.562
C 5.285 3.582 -4.627
C 4.633 2.356 -4.667
H -1.119 0.870 -4.993
H -0.424 -0.565 -4.231
H 1.081 2.072 -4.675
H 1.242 0.656 -5.711
H 4.749 0.436 -1.665
H 5.171 -0.485 0.578
H 3.462 -1.896 1.683
H 1.383 -2.475 0.470
H 0.997 -1.622 -1.799
H 1.658 -2.377 -4.038
H 2.087 -4.288 -5.521
H 3.931 -4.192 -7.170
H 5.336 -2.162 -7.318
H 4.912 -0.255 -5.836
H 2.918 2.565 -1.760
H 4.055 4.739 -1.696
H 5.583 5.402 -3.532
H 5.956 3.859 -5.431
H 4.801 1.701 -5.512
```

Values from the calculation:
strongest force on any atom	0.91	eV Å⁻¹
2S+1	5
Kohn-Sham gap (alpha / beta)	6.30 / 7.50	eV
energy relative to the best compared isomer or geometry (same formula, charge and spin)	0.385	eV
total charge	-1
LUMO (alpha / beta)	0.5875 / 1.7951	eV

Löwdin atomic charge list, values in e, 5 entries: atom 1 (Mn): 0.934, atom 2 (O): -0.022, atom 3 (C): -0.717, atom 4 (O): -0.028, atom 5 (C): -0.068



(2)
DFT (ωB97M-V/def2-TZVPD) results for a structure of composition C33H27CeN6O4S2 in a non-equilibrium geometry.

Structure (XYZ):
```
73
Properties=species:S:1:pos:R:3
Ce -0.731 0.341 0.397
O -4.871 -1.755 0.510
C -3.672 -1.411 0.538
N -3.076 -0.354 1.096
C -3.716 0.274 2.150
C -5.092 0.095 2.448
C -5.590 0.535 3.666
C -4.760 1.148 4.621
C -3.488 1.497 4.294
C -2.939 1.005 3.081
N -1.610 1.173 2.730
C -0.772 1.853 3.559
O -0.990 2.113 4.764
C 0.499 2.378 2.977
C 1.110 3.364 3.747
C 2.235 3.956 3.249
C 2.734 3.513 2.030
C 1.999 2.604 1.280
N 0.939 1.982 1.777
C -2.791 -2.344 -0.212
C -3.340 -3.134 -1.258
C -2.532 -4.043 -1.904
C -1.230 -4.282 -1.361
C -0.801 -3.525 -0.268
N -1.533 -2.536 0.230
H -5.689 -0.437 1.729
H -6.619 0.348 3.928
H -5.183 1.372 5.611
H -2.779 2.067 4.908
H 0.696 3.590 4.729
H 2.730 4.724 3.848
H 3.710 3.872 1.654
H 2.306 2.303 0.260
H -4.390 -2.979 -1.540
H -2.892 -4.606 -2.778
H -0.567 -5.020 -1.792
H 0.185 -3.647 0.204
C 2.771 -1.500 2.779
C 1.305 -1.667 2.346
N 0.476 -2.462 3.039
O 0.914 -0.996 1.327
H 3.070 -2.231 3.541
H 2.855 -0.469 3.172
H 3.420 -1.522 1.913
H 0.817 -3.065 3.779
H -0.413 -2.699 2.583
O -0.246 -0.167 -1.726
S 0.382 -0.996 -2.856
C 0.409 0.077 -4.290
C -0.046 1.372 -4.262
C 0.218 2.198 -5.359
C 0.970 1.721 -6.416
C 1.396 0.403 -6.449
C 1.013 -0.472 -5.425
C 2.138 -0.938 -2.536
C 2.825 -2.148 -2.464
C 4.130 -2.175 -1.972
C 4.708 -0.994 -1.526
C 4.056 0.242 -1.650
C 2.761 0.255 -2.157
H -0.568 1.786 -3.399
H -0.082 3.229 -5.315
H 1.287 2.436 -7.193
H 2.029 0.044 -7.259
H 1.304 -1.521 -5.415
H 2.334 -3.084 -2.782
H 4.722 -3.085 -1.908
H 5.714 -1.001 -1.075
H 4.563 1.141 -1.338
H 2.220 1.194 -2.258
S 0.434 4.849 -1.302
C -0.386 3.602 -0.706
N -0.986 2.609 -0.340
```

Values from the calculation:
strongest force on any atom	3.79	eV Å⁻¹
2S+1	2
Kohn-Sham gap (alpha / beta)	5.33 / 5.34	eV
energy relative to the best compared isomer or geometry (same formula, charge and spin)	0.000	eV
LUMO (alpha / beta)	-0.6375 / -0.6357	eV

Löwdin atomic charge list, values in e, 5 entries: atom 1 (Ce): 1.267, atom 2 (O): 0.009, atom 3 (C): -0.482, atom 4 (N): -0.012, atom 5 (C): -0.213



(3)
DFT (ωB97M-V/def2-TZVPD) results for a structure of composition C33H27ClCrFIN9O5.

Structure (XYZ):
```
78
Properties=species:S:1:pos:R:3
Cr 0.502 0.135 0.594
O -1.241 -0.498 0.928
C -1.977 -0.489 2.011
C -3.337 -0.839 1.858
C -4.206 -0.849 2.923
C -3.759 -0.518 4.204
C -2.432 -0.197 4.381
C -1.522 -0.183 3.316
C -0.124 0.145 3.567
N 0.814 0.320 2.655
C 1.969 0.665 3.310
C 1.734 0.694 4.645
N 0.409 0.363 4.796
H -3.658 -1.113 0.861
H -5.242 -1.121 2.764
H -4.440 -0.516 5.044
H -2.102 0.064 5.381
H 2.886 0.847 2.777
H 2.376 0.893 5.483
H -0.073 0.231 5.666
N 0.160 4.298 0.387
C -1.030 4.195 1.081
C -1.184 2.877 1.372
N -0.122 2.176 0.873
C 0.669 3.051 0.293
C 1.906 2.557 -0.270
N 2.180 1.282 -0.082
C 3.358 1.033 -0.732
C 3.805 2.184 -1.304
N 2.873 3.152 -1.005
H 0.565 5.149 0.040
H -1.644 5.053 1.283
H -1.992 2.387 1.888
H 3.799 0.051 -0.737
H 4.674 2.401 -1.897
H 2.869 4.087 -1.371
Cl 2.050 -2.639 3.682
C 0.773 -3.192 2.614
C -0.087 -4.155 3.128
C -1.087 -4.672 2.329
C -1.205 -4.227 1.016
C -0.340 -3.270 0.528
C 0.678 -2.707 1.313
C 1.531 -1.632 0.751
H 0.045 -4.489 4.148
H -1.765 -5.417 2.726
H -1.985 -4.615 0.374
H -0.487 -2.887 -0.473
H 1.808 -1.858 -0.283
H 2.441 -1.485 1.338
I -5.310 -0.678 -1.943
C -3.812 0.682 -2.405
C -3.490 0.977 -3.718
C -2.445 1.858 -3.952
C -1.775 2.399 -2.866
N -2.096 2.127 -1.604
C -3.091 1.282 -1.381
H -4.030 0.519 -4.536
H -2.144 2.111 -4.960
H -0.932 3.064 -3.023
H -3.310 1.046 -0.345
F 3.956 -3.204 -3.118
C 3.424 -2.025 -3.451
C 2.103 -1.818 -3.437
N 1.542 -0.611 -3.783
C 0.095 -0.458 -3.677
C -0.386 -0.651 -2.223
O -1.336 -1.386 -2.015
O 0.311 0.029 -1.391
C 2.313 0.473 -4.123
O 1.877 1.571 -4.404
N 3.675 0.214 -4.147
C 4.345 -0.965 -3.844
O 5.551 -1.045 -3.898
H 1.408 -2.595 -3.144
H -0.407 -1.172 -4.328
H -0.125 0.554 -4.006
H 4.252 0.984 -4.453
```

Values from the calculation:
strongest force on any atom	0.82	eV Å⁻¹
2S+1	2
Kohn-Sham gap (alpha / beta)	7.12 / 6.96	eV
energy relative to the best compared isomer or geometry (same formula, charge and spin)	0.000	eV
LUMO (alpha / beta)	-0.2452 / -0.2448	eV

Löwdin atomic charge list, values in e, 5 entries: atom 1 (Cr): 0.755, atom 2 (O): -0.167, atom 3 (C): -0.322, atom 4 (C): -0.010, atom 5 (C): -0.079



(4)
DFT (ωB97M-V/def2-TZVPD) results for a structure of composition C33H27DyN5O7P in a non-equilibrium geometry.

Structure (XYZ):
```
74
Properties=species:S:1:pos:R:3
Dy 9.895 2.616 15.915
O 9.988 6.115 17.425
C 9.774 5.642 16.361
O 8.987 4.623 16.210
C 10.422 6.181 15.096
C 9.929 5.545 13.811
C 10.409 6.458 12.676
C 11.872 5.936 12.520
C 11.982 4.922 13.672
O 10.646 4.364 13.588
C 11.923 5.704 14.979
C 12.342 4.840 16.234
O 13.029 5.286 17.146
O 11.802 3.673 16.156
H 10.346 7.280 15.190
H 8.883 5.321 13.845
H 10.499 7.602 12.962
H 9.875 6.384 11.758
H 12.618 6.724 12.747
H 12.021 5.437 11.591
H 12.765 4.153 13.594
H 12.736 6.530 15.017
O 9.231 1.495 13.914
C 8.435 1.168 13.058
O 7.363 1.928 12.788
C 8.407 -0.026 12.239
C 9.178 -1.170 12.357
C 8.907 -2.245 11.531
C 7.866 -2.255 10.633
C 7.124 -1.098 10.514
C 7.385 0.019 11.293
P 6.394 1.499 11.473
C 9.823 0.170 16.309
C 8.902 -0.889 16.101
C 9.308 -2.230 15.939
C 10.676 -2.595 16.076
C 11.588 -1.562 16.391
C 11.157 -0.236 16.531
C 7.085 2.553 10.180
C 6.320 3.606 9.711
C 6.779 4.409 8.653
C 8.034 4.112 8.175
C 8.856 3.163 8.774
C 8.403 2.365 9.757
H 9.990 -1.289 13.039
H 9.492 -3.130 11.676
H 7.651 -3.167 9.996
H 6.230 -1.022 9.902
H 7.854 -0.591 15.847
H 8.666 -3.103 15.794
H 11.036 -3.578 15.917
H 12.635 -1.814 16.517
H 12.040 0.423 16.835
H 5.299 3.750 10.124
H 6.144 5.240 8.204
H 8.439 4.750 7.369
H 9.870 3.099 8.296
H 9.031 1.694 10.261
N 9.724 4.337 20.084
C 10.419 3.874 19.020
N 9.691 3.043 18.353
C 8.513 3.018 19.050
N 8.478 3.822 20.074
C 7.397 2.266 18.438
C 6.397 1.614 19.149
N 5.478 0.877 18.551
C 5.546 0.774 17.232
C 6.553 1.421 16.511
N 7.503 2.109 17.110
H 9.917 5.144 20.641
H 11.433 4.204 18.781
H 6.347 1.595 20.245
H 4.811 0.084 16.715
H 6.638 1.354 15.424
```

Values from the calculation:
strongest force on any atom	3.73	eV Å⁻¹
2S+1	6
Kohn-Sham gap (alpha / beta)	7.12 / 7.08	eV
LUMO (alpha / beta)	-0.7708 / -0.7693	eV

Löwdin atomic charge list, values in e, 5 entries: atom 1 (Dy): 1.711, atom 2 (O): 0.103, atom 3 (C): -0.657, atom 4 (O): -0.205, atom 5 (C): -0.093



(5)
DFT (ωB97M-V/def2-TZVPD) results for a structure of composition C33H27FGeMnN4S5.

Structure (XYZ):
```
72
Properties=species:S:1:pos:R:3
Mn -1.064 0.576 0.011
S 1.571 2.143 3.278
C 0.484 1.687 2.199
S -0.941 0.719 2.300
S 0.639 2.109 0.446
N 0.804 1.656 -2.728
C -0.520 1.442 -2.911
N -1.345 1.096 -1.948
C -2.635 0.932 -2.433
C -2.794 1.184 -3.745
S -1.275 1.629 -4.442
C -3.606 0.506 -1.428
C -4.939 0.375 -1.532
S -5.594 -0.142 -0.021
C -4.018 -0.145 0.667
N -3.060 0.223 -0.172
N -3.831 -0.509 1.940
H 1.213 1.210 -1.914
H 1.396 1.652 -3.544
H -3.687 1.124 -4.339
H -5.569 0.551 -2.384
H -4.594 -0.870 2.487
H -2.899 -0.614 2.311
F -1.797 6.094 5.107
C -1.483 5.482 3.953
C -2.449 4.721 3.326
C -2.114 4.088 2.140
C -0.843 4.224 1.594
C -0.512 3.554 0.307
C 0.103 5.004 2.254
C -0.209 5.643 3.441
H -3.431 4.636 3.766
H -2.852 3.481 1.629
H 0.011 4.217 -0.385
H -1.415 3.207 -0.199
H 1.098 5.116 1.840
H 0.508 6.253 3.969
C -0.285 -0.744 -0.152
Ge 1.272 -1.935 -0.338
C 0.641 -3.733 -0.183
C -0.700 -4.040 0.027
C -1.113 -5.361 0.141
C -0.182 -6.384 0.046
C 1.158 -6.091 -0.163
C 1.570 -4.772 -0.276
C 2.378 -1.363 1.128
C 3.542 -0.601 1.025
C 4.250 -0.231 2.160
C 3.797 -0.608 3.413
C 2.634 -1.354 3.536
C 1.933 -1.732 2.402
C 1.824 -1.530 -2.146
C 3.105 -1.153 -2.548
C 3.376 -0.873 -3.884
C 2.374 -0.973 -4.836
C 1.097 -1.365 -4.456
C 0.829 -1.641 -3.124
H -1.437 -3.248 0.103
H -2.156 -5.592 0.304
H -0.500 -7.414 0.135
H 1.882 -6.891 -0.235
H 2.621 -4.563 -0.435
H 3.907 -0.270 0.066
H 5.152 0.358 2.064
H 4.347 -0.316 4.298
H 2.275 -1.640 4.515
H 1.032 -2.323 2.520
H 3.914 -1.092 -1.839
H 4.378 -0.594 -4.180
H 2.592 -0.768 -5.875
H 0.316 -1.467 -5.198
H -0.174 -1.952 -2.851
```

Values from the calculation:
strongest force on any atom	0.44	eV Å⁻¹
2S+1	1
Kohn-Sham gap	7.98	eV
total charge	+1
LUMO	-2.7787	eV

Löwdin atomic charge list, values in e, 5 entries: atom 1 (Mn): 0.090, atom 2 (S): 0.727, atom 3 (C): -1.513, atom 4 (S): 0.670, atom 5 (S): 0.855



(6)
DFT (ωB97M-V/def2-TZVPD) results for a structure of composition C33H28BrCsN7O2S.

Structure (XYZ):
```
73
Properties=species:S:1:pos:R:3
Cs 0.584 0.179 -0.659
O -2.331 3.211 3.685
C -1.065 3.654 3.928
C -0.873 4.454 5.048
C 0.385 4.959 5.335
C 1.457 4.659 4.506
C 1.252 3.859 3.387
C 0.002 3.345 3.078
C -0.199 2.536 1.786
O 0.942 2.294 1.126
N -0.947 1.305 2.148
N -1.845 0.811 1.254
C -2.203 -0.405 1.382
C -3.179 -1.044 0.503
Br -3.515 -0.163 -1.144
C -3.756 -2.220 0.736
C -3.607 -2.988 1.989
C -3.333 -4.353 1.935
C -3.181 -5.090 3.098
C -3.314 -4.476 4.337
C -3.605 -3.121 4.403
C -3.753 -2.384 3.237
H -2.253 2.448 3.088
H -1.726 4.669 5.680
H 0.527 5.585 6.207
H 2.444 5.049 4.719
H 2.074 3.645 2.718
H -0.953 3.085 1.184
H -0.414 0.610 2.667
H -1.757 -1.053 2.139
H -4.344 -2.674 -0.052
H -3.207 -4.829 0.970
H -2.947 -6.145 3.040
H -3.191 -5.052 5.246
H -3.720 -2.634 5.364
H -4.001 -1.331 3.293
C 0.461 4.582 -1.510
C 1.012 3.583 -2.483
N 1.977 2.788 -2.222
N 2.487 2.839 -0.966
C 3.529 1.992 -0.667
N 3.640 1.786 0.662
S 4.560 1.311 -1.784
C 0.473 3.501 -3.872
C 1.122 2.727 -4.838
C 0.590 2.667 -6.109
C -0.571 3.379 -6.389
C -1.137 4.124 -5.371
N -0.634 4.192 -4.139
H 0.009 4.102 -0.637
H -0.282 5.207 -1.994
H 1.284 5.192 -1.127
H 1.816 2.991 -0.184
H 2.809 1.946 1.232
H 4.348 1.134 0.947
H 2.022 2.194 -4.567
H 1.072 2.074 -6.875
H -1.024 3.358 -7.371
H -2.042 4.697 -5.545
N 4.169 -8.871 -4.454
C 3.630 -8.017 -3.902
C 2.954 -6.952 -3.212
C 1.590 -6.734 -3.413
C 0.941 -5.712 -2.753
C 1.625 -4.865 -1.864
C 2.999 -5.100 -1.673
C 3.651 -6.121 -2.333
C 0.955 -3.806 -1.187
C 0.334 -2.928 -0.580
H 1.048 -7.377 -4.096
H -0.115 -5.541 -2.913
H 3.541 -4.454 -0.997
H 4.710 -6.284 -2.177
```

Values from the calculation:
strongest force on any atom	0.88	eV Å⁻¹
2S+1	1
Kohn-Sham gap	7.27	eV
energy relative to the best compared isomer or geometry (same formula, charge and spin)	0.572	eV
total charge	-1
LUMO	2.0176	eV

Löwdin atomic charge list, values in e, 5 entries: atom 1 (Cs): 0.990, atom 2 (O): 0.045, atom 3 (C): -0.277, atom 4 (C): -0.029, atom 5 (C): -0.105



Question: Number 1 is which compound?
Answer: C33H26GeMnN2O6S



Question: The highest 2S+1 belongs to which entry?
Answer: C33H27DyN5O7P